Here is a molecular structure, C37H27BaBrN6OS2 from the Open Molecules 2025 dataset. Energies are from the ωB97M-V functional and the def2-TZVPD basis.

```
! RIJCOSX wB97M-V def2-TZVPD def2/J DEFGRID3
* xyz -2 1
Ba -0.539 1.446 -1.010
C 1.754 5.939 -2.592
C 0.854 4.925 -2.266
N 1.225 3.817 -1.668
C 2.506 3.465 -1.647
C 3.513 4.371 -2.147
C 3.120 5.656 -2.491
C 4.846 3.890 -2.329
C 5.141 2.551 -2.029
C 4.199 1.697 -1.462
C 2.968 2.229 -1.041
N 2.146 1.589 -0.170
C 2.600 0.979 0.957
C 3.955 0.813 1.346
C 4.325 0.399 2.616
C 3.385 0.159 3.623
C 1.996 0.203 3.302
C 1.001 -0.230 4.154
C -0.308 -0.293 3.737
C -0.649 0.164 2.481
N 0.257 0.590 1.558
C 1.589 0.601 1.948
H 1.379 6.930 -2.919
H -0.228 5.105 -2.394
H 3.865 6.389 -2.746
H 5.595 4.589 -2.709
H 6.106 2.149 -2.356
H 4.456 0.656 -1.228
H 4.743 1.120 0.662
H 5.402 0.267 2.892
H 3.690 -0.115 4.646
H 1.229 -0.436 5.176
H -1.072 -0.637 4.416
H -1.662 0.092 2.134
C -2.875 3.735 -5.321
C -2.266 3.431 -3.917
S -1.036 2.318 -3.867
C -2.805 4.179 -2.755
C -3.924 5.259 -3.128
S -2.400 4.028 -1.158
H -2.423 3.057 -6.081
H -2.717 4.809 -5.680
H -3.971 3.593 -5.286
H -4.734 4.835 -3.730
H -3.525 6.077 -3.718
H -4.340 5.669 -2.166
Br -5.215 -5.743 5.918
C -3.622 -6.172 5.128
C -3.660 -7.284 4.300
C -2.863 -7.244 3.187
C -2.095 -6.082 2.955
C -1.764 -5.289 4.048
C -2.587 -5.241 5.139
N -2.158 -5.543 1.635
N -1.152 -4.874 1.156
C -1.550 -4.026 0.171
C -2.910 -3.719 -0.207
C -3.041 -2.698 -1.091
C -2.109 -1.586 -1.159
O -2.447 -0.381 -1.122
C -0.754 -2.071 -1.024
N 0.222 -1.237 -1.494
C 1.430 -1.754 -1.570
C 1.840 -3.005 -1.118
C 0.904 -3.748 -0.405
C -0.446 -3.323 -0.438
H -4.425 -8.062 4.461
H -2.901 -8.059 2.472
H -1.035 -4.506 3.914
H -2.571 -4.556 5.973
H -3.728 -4.213 0.310
H -4.010 -2.558 -1.594
H 2.222 -1.106 -1.981
H 2.860 -3.356 -1.363
H 1.194 -4.622 0.161
*
```

Summary:
Orbital gap = 3.2 eV
Energy relative to the best compared isomer or geometry (same formula, charge and spin) = 2.1464 eV
Calculated total energy = -142202.202 eV